This record from the Open Molecules 2025 dataset describes a molecular structure, C4H5Cl3O2S at a distorted geometry. The level of theory is wB97M-V/def2-TZVPD.

Structure (XYZ):
```
15
Properties=species:S:1:pos:R:3:lowdin_charge:R:1
C -0.4624 0.2346 -0.0798 -0.1853
C 0.0833 -0.5324 -1.2368 -0.2070
C 1.7397 0.1781 0.8013 -0.6959
C 2.2272 -0.1703 -0.5507 -1.1993
O 0.4540 0.2130 0.9876 -0.0506
O 1.3690 -0.1728 -1.5692 -0.1441
S 2.8204 0.2205 2.2606 0.8459
Cl 0.8527 2.7396 -0.7533 -0.0420
Cl 2.5556 -1.9979 -0.1378 0.6392
Cl 3.7152 0.6365 -0.9479 0.7519
H -0.2593 1.3956 -0.4766 -0.0623
H -1.4312 -0.0009 0.2910 0.1345
H 0.0717 -1.5762 -0.9572 0.1076
H -0.4993 -0.4652 -2.1056 0.1356
H 1.9097 1.1039 2.9050 -0.0281
```

The value obtained for the HOMO energy (spin up / spin down) is -8.44 / -8.44 eV. The energy relative to the best compared isomer or geometry (same formula, charge and spin) comes out at 181.13 kJ/mol. As for the charge: 0. The calculation puts the calculated total energy at -56723.285 eV. The LUMO energy (spin up / spin down) comes out at -1.7 / -1.7 eV. The value obtained for the maximum force is 3.62 eV Å⁻¹.